An isolated molecule of C2HNO2. Source: OMol25; level of theory: ωB97M-V with the def2-TZVPD basis set.

Last column: Löwdin charge in e.
CARTESIAN COORDINATES (ANGSTROEM)
N1 -1.94 -0.41 -0.08  0.177
C1 -0.69 -0.77 -0.02  -0.024
C2 0.62 -0.34 -0.08  -0.669
O1 1.56 -1.04 -0.03  0.183
O2 0.64 0.98 -0.11  0.076
H1 -0.19 1.59 0.33  0.257

HOMO, eV: -11.829
Relative energy (zero: lowest compared OMol25 entry of this formula, charge and spin), eV: 2.8234
SMILES string: N#CC(=O)O

---

A structure of composition C30H47AsFeN4O. Source: OMol25; level of theory: ωB97M-V with the def2-TZVPD basis set.

Last column: Löwdin charge in e.
CARTESIAN COORDINATES (ANGSTROEM)
Fe1 -0.15 -0.07 -0.47  0.776
C1 -2.14 -2.48 -1.26  -0.090
N1 -2.26 -1.35 -0.35  -0.233
C2 -3.37 -0.53 -0.80  -0.083
C3 -2.35 -1.65 1.06  -0.218
C4 -2.97 -2.79 1.52  -0.057
C5 -3.05 -3.11 2.88  -0.112
C6 -2.43 -2.26 3.77  -0.109
C7 -1.76 -1.11 3.32  -0.050
C8 -1.71 -0.76 1.95  -0.233
N2 -1.07 0.33 1.40  0.007
C9 -0.80 1.52 2.04  -0.245
C10 -0.88 1.81 3.42  -0.034
C11 -0.52 3.05 3.96  -0.122
C12 -0.08 4.08 3.14  -0.133
C13 -0.09 3.84 1.77  -0.056
C14 -0.47 2.63 1.21  -0.232
N3 -0.70 2.51 -0.19  -0.228
C15 0.09 3.40 -1.01  -0.097
C16 -2.13 2.69 -0.40  -0.074
H1 -3.04 -3.11 -1.28  0.074
H2 -2.04 -2.07 -2.26  0.060
H3 -1.26 -3.10 -0.99  0.088
H4 -4.33 -1.09 -0.78  0.096
H5 -3.48 0.30 -0.11  0.066
H6 -3.16 -0.15 -1.80  0.065
H7 -3.46 -3.41 0.78  0.102
H8 -3.58 -4.00 3.22  0.094
H9 -2.43 -2.48 4.84  0.094
H10 -1.21 -0.54 4.04  0.069
H11 -1.23 1.09 4.12  0.055
H12 -0.60 3.19 5.04  0.091
H13 0.19 5.04 3.53  0.082
H14 0.16 4.66 1.12  0.090
H15 -0.21 4.44 -0.85  0.075
H16 1.13 3.25 -0.73  0.084
H17 -0.04 3.14 -2.06  0.068
H18 -2.44 3.73 -0.27  0.090
H19 -2.41 2.35 -1.38  0.061
H20 -2.68 2.08 0.31  0.072
C17 2.74 -0.69 -2.12  -0.067
C18 2.40 -1.76 -1.09  -0.412
C19 3.25 -2.78 -0.72  -0.133
C20 2.57 -3.53 0.27  -0.107
C21 1.34 -2.91 0.45  -0.422
C22 0.28 -3.42 1.36  -0.046
N4 1.23 -1.81 -0.36  0.026
H21 3.21 -1.15 -2.99  0.075
H22 3.42 0.05 -1.68  0.046
H23 1.83 -0.14 -2.35  0.015
H24 4.23 -2.98 -1.14  0.087
H25 2.92 -4.40 0.79  0.072
H26 0.70 -4.33 1.83  0.081
H27 -0.63 -3.71 0.85  0.041
H28 0.01 -2.73 2.17  0.056
C23 2.01 -0.50 2.74  -0.160
As1 2.67 0.80 1.50  0.977
C24 4.38 0.18 0.93  -0.197
C25 3.01 2.36 2.51  -0.203
O1 1.70 1.05 0.23  -0.490
H29 2.48 -0.42 3.70  0.035
H30 2.18 -1.48 2.31  0.027
H31 0.93 -0.36 2.81  0.014
H32 5.02 -0.01 1.79  0.034
H33 4.87 0.91 0.27  0.043
H34 4.16 -0.75 0.40  0.010
H35 3.82 2.13 3.21  0.040
H36 2.11 2.62 3.05  0.012
H37 3.28 3.15 1.82  0.044
C26 0.00 -1.26 -4.29  -0.067
C27 -0.48 0.17 -3.94  -0.687
C28 -1.79 0.47 -4.70  -0.095
C29 0.57 1.22 -4.47  -0.068
C30 -0.69 0.42 -2.47  -0.094
H38 0.27 -1.33 -5.35  0.070
H39 -0.79 -2.02 -4.12  0.070
H40 0.87 -1.55 -3.72  0.053
H41 -1.63 0.43 -5.78  0.067
H42 -2.20 1.45 -4.40  0.073
H43 -2.57 -0.26 -4.45  0.068
H44 0.71 1.07 -5.54  0.067
H45 1.52 1.09 -3.97  0.056
H46 0.23 2.24 -4.29  0.064
H47 -1.19 1.40 -2.48  -0.023

Total charge: -1
Spin multiplicity: 6
HOMO (spin up / spin down), eV: -3.110 / -3.799
Relative energy (zero: lowest compared OMol25 entry of this formula, charge and spin), eV: 0.0000

---

An isolated molecule of C3H9NOS. Source: OMol25; level of theory: ωB97M-V with the def2-TZVPD basis set.

Last column: Löwdin charge in e.
CARTESIAN COORDINATES (ANGSTROEM)
C1 -1.70 -0.16 -0.99  -0.130
C2 1.62 0.45 -0.99  -0.227
C3 -0.48 -1.19 1.62  -0.119
N1 1.12 0.68 0.32  -0.245
O1 -1.39 1.26 1.12  -0.446
S1 -0.73 0.21 0.35  0.759
H1 -1.98 0.68 -1.59  0.037
H2 -1.13 -0.88 -1.57  0.026
H3 1.36 1.33 -1.72  0.106
H4 2.71 0.40 -1.07  0.066
H5 1.02 -0.47 -1.24  0.055
H6 -1.15 -0.94 2.42  0.043
H7 -0.84 -2.04 1.06  0.042
H8 0.54 -0.94 1.67  0.002
H9 1.04 1.61 0.60  0.032

Spin multiplicity: 3
HOMO (spin up / spin down), eV: -5.337 / -9.168
Relative energy (zero: lowest compared OMol25 entry of this formula, charge and spin), eV: 2.2829

---

A structure of composition C28H33FN3O4S4Sm. Source: OMol25; level of theory: ωB97M-V with the def2-TZVPD basis set.

Last column: Löwdin charge in e.
CARTESIAN COORDINATES (ANGSTROEM)
Sm1 -0.18 -0.08 0.57  1.443
C1 -0.52 -0.54 -3.30  -0.100
N1 0.10 0.70 -2.87  -0.209
C2 1.48 0.81 -3.34  -0.201
C3 2.43 1.27 -2.24  -0.175
C4 3.09 0.10 -1.50  -0.248
N2 2.10 -0.83 -0.99  -0.012
C5 2.55 -1.86 -0.38  -0.138
C6 1.79 -2.98 0.06  -0.200
C7 2.44 -4.05 0.69  -0.082
C8 1.77 -5.18 1.07  -0.134
C9 0.40 -5.28 0.81  -0.110
C10 -0.28 -4.25 0.20  -0.038
C11 0.36 -3.03 -0.16  -0.432
O1 -0.29 -2.07 -0.69  -0.285
C12 -0.70 1.82 -3.30  -0.233
C13 -0.36 3.14 -2.62  -0.158
C14 -0.71 3.16 -1.12  -0.223
N3 0.32 2.58 -0.29  -0.038
C15 0.94 3.39 0.48  -0.125
C16 1.97 3.10 1.43  -0.142
C17 2.61 4.17 2.06  -0.085
C18 3.55 3.99 3.04  -0.147
C19 3.85 2.69 3.46  -0.120
C20 3.25 1.62 2.88  -0.010
C21 2.30 1.75 1.81  -0.364
O2 1.84 0.73 1.23  -0.270
H1 -0.62 -0.59 -4.41  0.086
H2 -1.51 -0.62 -2.85  0.070
H3 0.07 -1.38 -2.95  0.071
H4 1.53 1.52 -4.19  0.108
H5 1.81 -0.16 -3.72  0.113
H6 1.86 1.83 -1.50  0.067
H7 3.22 1.90 -2.66  0.106
H8 3.70 0.50 -0.68  0.113
H9 3.77 -0.44 -2.19  0.111
H10 3.65 -1.96 -0.22  0.130
H11 3.50 -3.95 0.90  0.099
H12 2.29 -5.99 1.56  0.082
H13 -0.14 -6.18 1.10  0.097
H14 -1.34 -4.32 0.03  0.103
H15 -1.75 1.59 -3.08  0.112
H16 -0.62 1.97 -4.40  0.114
H17 -0.93 3.93 -3.11  0.103
H18 0.70 3.38 -2.75  0.103
H19 -1.62 2.59 -0.97  0.085
H20 -0.89 4.21 -0.82  0.109
H21 0.67 4.47 0.45  0.121
H22 2.35 5.18 1.75  0.096
H23 4.04 4.84 3.50  0.077
H24 4.58 2.55 4.26  0.090
H25 3.45 0.60 3.20  0.107
O3 -2.01 -5.70 5.11  -0.143
C22 -1.73 -4.77 4.39  -1.097
S1 -0.18 -3.95 4.39  0.900
C23 -0.53 -2.69 3.18  -1.172
C24 -1.77 -2.75 2.63  -1.177
S2 -2.46 -1.70 1.47  0.553
S3 -2.82 -4.07 3.21  0.895
S4 0.68 -1.51 2.88  0.491
C25 -4.70 0.67 0.83  -0.192
C26 -5.06 -0.34 -0.27  -0.182
C27 -3.83 -0.29 -1.19  -0.239
O4 -2.94 0.70 -0.69  -0.238
C28 -3.72 1.58 0.11  -0.232
H26 -4.15 0.15 1.61  0.041
H27 -5.56 1.19 1.24  0.105
H28 -5.96 -0.04 -0.80  0.096
H29 -5.20 -1.33 0.15  0.089
H30 -4.13 -0.02 -2.22  0.114
H31 -3.29 -1.24 -1.21  0.090
H32 -4.24 2.30 -0.56  0.121
H33 -3.06 2.10 0.79  0.098
F1 -1.19 1.37 1.70  -0.560

Total charge: -2
Spin multiplicity: 6
HOMO (spin up / spin down), eV: -0.369 / -0.372

---

A cluster of 2 separate species, C4H12NO2PS in total. Source: OMol25; level of theory: ωB97M-V with the def2-TZVPD basis set.

Last column: Löwdin charge in e.
CARTESIAN COORDINATES (ANGSTROEM)
C1 0.58 -1.29 -1.53  -0.061
C2 1.50 -0.98 0.65  -0.037
C3 3.83 1.50 0.78  -0.149
C4 -3.16 -0.86 0.71  -0.556
N1 0.69 -0.65 -0.26  -0.342
O1 -1.36 0.93 -0.86  -0.504
O2 3.18 0.86 -0.32  -0.162
P1 -0.59 0.69 0.33  0.480
S1 -1.65 -0.69 1.67  0.435
H1 -0.38 -1.69 -1.75  0.087
H2 0.75 -0.41 -2.16  0.110
H3 1.34 -2.07 -1.72  0.103
H4 1.34 -0.55 1.61  0.070
H5 2.11 -1.87 0.35  0.135
H6 2.23 0.72 -0.11  0.013
H7 4.89 1.10 0.86  0.099
H8 3.42 1.24 1.77  0.071
H9 3.77 2.57 0.67  0.068
H10 -2.93 -1.43 -0.29  0.056
H11 -3.57 0.24 0.39  0.076
H12 -3.91 -1.21 1.43  0.007

HOMO, eV: -7.911
Relative energy (zero: lowest compared OMol25 entry of this formula, charge and spin), eV: 3.6932

---

A structure of composition C17H15GeNS4SeY. Source: OMol25; level of theory: ωB97M-V with the def2-TZVPD basis set.

Last column: Löwdin charge in e.
CARTESIAN COORDINATES (ANGSTROEM)
Y1 0.80 0.37 -1.03  1.280
S1 2.34 -0.22 1.88  -0.029
S2 1.27 0.79 3.27  0.096
S3 -0.27 1.64 2.13  -0.142
S4 0.61 2.78 0.74  -0.047
Se1 3.59 1.32 0.82  0.596
C1 5.25 0.35 0.84  -0.594
C2 5.36 -0.91 0.26  -0.119
C3 6.59 -1.54 0.29  -0.125
N1 7.68 -0.98 0.82  0.081
C4 7.56 0.23 1.36  -0.118
C5 6.37 0.94 1.40  -0.093
H1 4.50 -1.40 -0.20  0.089
H2 6.72 -2.52 -0.14  0.115
H3 8.46 0.65 1.79  0.117
H4 6.32 1.91 1.87  0.107
Ge1 -1.76 -0.22 0.72  0.741
C6 -2.62 1.37 -0.03  -0.427
C7 -2.30 1.87 -1.28  -0.200
C8 -2.82 3.07 -1.75  -0.076
C9 -3.69 3.78 -0.94  -0.063
C10 -4.07 3.28 0.30  -0.057
C11 -3.53 2.08 0.76  -0.118
C12 -2.31 -1.83 -0.28  -0.393
C13 -1.96 -2.05 -1.61  -0.180
C14 -2.55 -3.05 -2.36  -0.083
C15 -3.52 -3.86 -1.77  -0.072
C16 -3.87 -3.66 -0.44  -0.067
C17 -3.27 -2.65 0.30  -0.121
H5 -2.40 -0.46 2.10  -0.014
H6 -1.66 1.29 -1.96  0.044
H7 -2.54 3.44 -2.72  0.110
H8 -4.09 4.73 -1.29  0.112
H9 -4.77 3.82 0.91  0.113
H10 -3.82 1.70 1.73  0.100
H11 -1.19 -1.42 -2.09  0.019
H12 -2.28 -3.20 -3.39  0.107
H13 -3.99 -4.64 -2.35  0.110
H14 -4.62 -4.30 0.02  0.111
H15 -3.56 -2.51 1.33  0.090

Total charge: +1
HOMO, eV: -10.207
Relative energy (zero: lowest compared OMol25 entry of this formula, charge and spin), eV: 5.8953

---

An isolated molecule of C3H3Br2NO. Source: OMol25; level of theory: ωB97M-V with the def2-TZVPD basis set.

Last column: Löwdin charge in e.
CARTESIAN COORDINATES (ANGSTROEM)
O1 0.55 -1.92 -1.18  0.115
C1 0.33 -0.87 -0.66  -0.601
C2 -0.90 -0.03 -0.31  -0.609
Br1 -2.34 -1.07 0.52  0.692
C3 -0.07 0.83 0.57  -0.183
N1 1.09 0.15 -0.11  -0.475
Br2 2.86 0.01 0.44  0.738
H1 -1.37 0.48 -1.22  0.128
H2 -0.24 1.83 0.37  0.095
H3 0.09 0.58 1.57  0.099

HOMO, eV: -9.902
Relative energy (zero: lowest compared OMol25 entry of this formula, charge and spin), eV: 0.6798
SMILES string: O=C1[C@@H](Br)CN1Br

---

A structure of composition C26H32As2PtTe2. Source: OMol25; level of theory: ωB97M-V with the def2-TZVPD basis set.

Last column: Löwdin charge in e.
CARTESIAN COORDINATES (ANGSTROEM)
Pt1 -0.12 -0.17 -0.06  0.024
C1 -1.01 -3.87 0.81  -0.231
As1 -1.36 -1.98 1.13  1.034
C2 -1.43 -1.87 3.06  -0.262
C3 -3.22 -1.77 0.64  -0.422
C4 -4.15 -2.72 1.08  -0.090
C5 -5.50 -2.56 0.81  -0.038
C6 -5.93 -1.44 0.10  -0.037
C7 -5.02 -0.50 -0.34  -0.089
C8 -3.66 -0.67 -0.08  -0.421
As2 -2.39 0.62 -0.79  1.049
C9 -3.23 2.33 -0.38  -0.236
C10 -2.69 0.45 -2.71  -0.270
H1 -1.48 -4.45 1.60  0.047
H2 0.06 -4.06 0.82  0.039
H3 -1.42 -4.15 -0.16  0.047
H4 -2.16 -2.59 3.43  0.044
H5 -1.73 -0.87 3.36  0.036
H6 -0.46 -2.11 3.49  0.035
H7 -3.81 -3.59 1.63  0.107
H8 -6.21 -3.29 1.16  0.123
H9 -6.98 -1.31 -0.11  0.124
H10 -5.36 0.37 -0.89  0.107
H11 -4.07 2.48 -1.05  0.046
H12 -2.52 3.15 -0.51  0.038
H13 -3.57 2.32 0.65  0.045
H14 -3.76 0.55 -2.92  0.041
H15 -2.35 -0.53 -3.03  0.034
H16 -2.15 1.22 -3.25  0.035
C11 2.45 2.34 1.86  -0.371
Te1 1.74 0.30 1.92  1.249
C12 0.92 0.93 3.81  -0.371
C13 1.88 1.99 4.27  -0.305
C14 2.03 2.29 5.62  -0.023
C15 2.93 3.28 6.01  -0.048
C16 3.67 3.96 5.06  -0.047
C17 3.52 3.67 3.71  -0.021
C18 2.63 2.68 3.32  -0.304
H17 1.69 2.96 1.38  0.074
H18 3.37 2.40 1.29  0.068
H19 0.87 0.09 4.49  0.064
H20 -0.08 1.33 3.65  0.071
H21 1.46 1.75 6.36  0.123
H22 3.05 3.50 7.06  0.118
H23 4.37 4.72 5.37  0.118
H24 4.10 4.20 2.97  0.124
C19 2.78 -1.23 -2.38  -0.352
Te2 1.78 0.61 -1.82  1.257
C20 1.04 0.45 -3.84  -0.373
C21 2.18 -0.21 -4.57  -0.308
C22 2.39 0.00 -5.93  -0.022
C23 3.45 -0.64 -6.56  -0.049
C24 4.30 -1.46 -5.84  -0.048
C25 4.10 -1.66 -4.48  -0.022
C26 3.04 -1.04 -3.85  -0.308
H25 2.11 -2.07 -2.18  0.070
H26 3.69 -1.35 -1.80  0.070
H27 0.80 1.44 -4.23  0.069
H28 0.14 -0.16 -3.84  0.057
H29 1.74 0.65 -6.49  0.123
H30 3.62 -0.47 -7.62  0.117
H31 5.14 -1.94 -6.33  0.117
H32 4.77 -2.29 -3.92  0.123

Total charge: +2
HOMO (spin up / spin down), eV: -13.749 / -13.749
Relative energy (zero: lowest compared OMol25 entry of this formula, charge and spin), eV: 1.5497